(1)
C25H41N5O6 in the gas phase, computed with wB97M-V/def2-TZVPD.

Element x y z (Å)
C (4.330, 3.661, -0.540)
C (5.391, 2.948, -1.375)
C (6.644, 3.815, -1.487)
C (5.770, 1.586, -0.782)
C (4.622, 0.576, -0.739)
N (3.757, 0.766, 0.393)
C (2.432, 0.567, 0.343)
O (1.816, 0.370, -0.702)
C (1.796, 0.647, 1.666)
N (2.569, 0.849, 2.777)
C (1.753, 0.860, 3.794)
N (0.476, 0.675, 3.406)
C (0.468, 0.534, 2.049)
C (-0.845, 0.310, 1.397)
O (-1.849, 0.263, 2.098)
N (-0.800, 0.181, 0.067)
C (-1.962, -0.071, -0.765)
C (-3.011, 1.037, -0.626)
C (-4.203, 0.736, -1.536)
N (-4.756, -0.562, -1.232)
C (-5.949, -0.768, -0.620)
O (-6.341, -1.866, -0.291)
O (-6.633, 0.383, -0.476)
C (-7.948, 0.378, 0.123)
C (-7.877, -0.138, 1.560)
C (-8.365, 1.851, 0.106)
C (-8.915, -0.459, -0.714)
C (-3.815, -1.654, -1.342)
C (-2.613, -1.418, -0.429)
C (5.177, -0.861, -0.774)
O (6.077, -1.194, -1.502)
O (4.519, -1.626, 0.076)
C (4.784, -3.049, 0.197)
C (3.783, -3.513, 1.255)
C (6.219, -3.276, 0.667)
C (4.521, -3.742, -1.138)
H (3.393, 3.113, -0.545)
H (4.664, 3.769, 0.490)
H (4.143, 4.653, -0.944)
H (4.991, 2.785, -2.382)
H (7.064, 4.003, -0.501)
H (6.405, 4.772, -1.944)
H (7.399, 3.324, -2.095)
H (6.157, 1.723, 0.230)
H (6.563, 1.146, -1.390)
H (3.997, 0.675, -1.637)
H (4.159, 0.849, 1.317)
H (2.053, 0.999, 4.813)
H (-0.371, 0.632, 3.954)
H (0.121, 0.227, -0.381)
H (-1.599, -0.095, -1.799)
H (-2.574, 2.001, -0.891)
H (-3.343, 1.077, 0.412)
H (-4.979, 1.490, -1.414)
H (-3.873, 0.731, -2.583)
H (-7.152, 0.441, 2.129)
H (-8.852, -0.047, 2.032)
H (-7.575, -1.181, 1.566)
H (-7.656, 2.445, 0.676)
H (-9.353, 1.962, 0.542)
H (-8.383, 2.221, -0.916)
H (-9.917, -0.382, -0.303)
H (-8.606, -1.500, -0.708)
H (-8.924, -0.101, -1.742)
H (-4.338, -2.571, -1.065)
H (-3.484, -1.728, -2.385)
H (-1.889, -2.225, -0.552)
H (-2.942, -1.399, 0.611)
H (3.889, -4.580, 1.428)
H (3.954, -2.982, 2.188)
H (2.769, -3.305, 0.922)
H (6.383, -4.337, 0.836)
H (6.398, -2.740, 1.597)
H (6.922, -2.926, -0.083)
H (4.612, -4.817, -1.017)
H (3.517, -3.509, -1.486)
H (5.237, -3.409, -1.885)

ΔE to the lowest compared entry with this formula, charge and spin   0.164 eV
HOMO-LUMO gap   9.56 eV
E_LUMO   0.6 eV
SMILES   CC(C)C[C@H](NC(=O)c1nc[nH]c1C(=O)NC1CCN(C(=O)OC(C)(C)C)CC1)C(=O)OC(C)(C)C

Atom charges from the Löwdin analysis, given in e for atoms 1 to 4: C -0.070; C -0.425; C -0.082; C -0.119



(2)
A molecular structure, C25H42AlCl3N4O3Si in a non-equilibrium geometry, computed with wB97M-V/def2-TZVPD.

Element x y z (Å)
C (0.347, 2.886, -3.710)
C (0.781, 1.467, -3.502)
H (0.498, 3.198, -4.753)
H (0.918, 3.566, -3.063)
H (-0.715, 3.027, -3.478)
C (1.833, 0.969, -4.162)
C (2.715, 1.809, -5.011)
H (2.057, -0.091, -4.143)
H (3.125, 2.667, -4.462)
H (2.202, 2.191, -5.903)
H (3.548, 1.205, -5.374)
Al (-1.219, 0.995, 0.022)
Cl (-3.355, 0.745, 0.434)
Cl (-0.040, 1.380, 1.909)
C (-1.634, -1.815, 0.246)
O (-0.775, -0.885, 0.112)
N (-1.362, -3.113, 0.286)
C (0.011, -3.616, 0.358)
C (-2.432, -4.073, -0.038)
H (-2.694, -1.557, 0.314)
H (0.594, -3.040, 1.084)
H (0.504, -3.560, -0.623)
H (-0.038, -4.665, 0.669)
H (-3.390, -3.612, 0.245)
H (-2.274, -4.996, 0.529)
H (-2.446, -4.305, -1.118)
H (2.863, 1.732, -0.792)
H (3.962, 0.042, -2.442)
C (3.186, 1.059, 0.015)
C (4.222, -0.536, -1.545)
N (3.229, -0.296, -0.503)
H (2.477, 1.113, 0.846)
C (2.727, -1.337, 0.238)
O (2.041, -1.217, 1.250)
H (4.234, -1.602, -1.798)
H (3.019, -2.325, -0.191)
H (4.195, 1.354, 0.345)
H (5.223, -0.226, -1.209)
O (0.258, 1.093, -1.199)
C (-0.044, 0.685, -2.507)
C (1.111, -1.559, -2.528)
C (-0.045, -0.825, -2.726)
H (1.980, -1.026, -2.147)
C (1.168, -2.907, -2.894)
H (-1.074, 1.018, -2.704)
C (-1.186, -1.445, -3.230)
H (2.100, -3.459, -2.756)
C (0.032, -3.529, -3.417)
C (-1.150, -2.800, -3.552)
H (-2.080, -0.838, -3.397)
H (0.073, -4.583, -3.710)
H (-2.047, -3.280, -3.947)
Si (-0.508, 3.600, 1.734)
Cl (-1.620, 2.997, -0.645)
C (1.254, 3.939, 2.352)
C (-2.103, 3.316, 2.726)
C (-0.764, 5.429, 1.120)
H (1.999, 3.459, 1.703)
H (1.444, 3.591, 3.377)
H (1.461, 5.015, 2.333)
H (0.098, 5.723, 0.514)
H (-0.813, 6.137, 1.962)
H (-1.671, 5.574, 0.528)
H (-2.779, 2.617, 2.193)
H (-2.645, 4.269, 2.835)
H (-1.928, 2.895, 3.733)
N (-2.391, -1.909, 6.879)
C (-2.278, -1.650, 5.553)
C (-3.335, -1.053, 4.827)
C (-3.152, -0.830, 3.461)
N (-2.028, -1.142, 2.819)
C (-1.001, -1.658, 3.497)
C (-1.082, -1.962, 4.858)
H (-3.235, -1.689, 7.390)
H (-1.642, -2.342, 7.397)
H (-4.271, -0.770, 5.308)
H (-3.938, -0.372, 2.862)
H (-0.070, -1.835, 2.951)
H (-0.237, -2.431, 5.363)

ΔE to the lowest compared entry with this formula, charge and spin   0.000 eV
HOMO-LUMO gap   8.84 eV
E_LUMO   0.6 eV

Atom charges from the Löwdin analysis, given in e for atoms 1 to 4: C -0.048; C -0.222; H 0.077; H 0.094



(3)
A molecular structure, C25H42AlO6 in a non-equilibrium geometry, computed with wB97M-V/def2-TZVPD.

Element x y z (Å)
C (4.578, 1.282, -0.058)
C (3.693, 2.108, 0.050)
C (2.652, 3.082, 0.544)
Al (1.368, 3.498, -0.991)
O (1.354, 5.344, -1.193)
O (1.850, 2.823, -2.605)
C (-0.628, 3.000, -0.544)
C (-1.265, 1.761, -0.881)
C (-2.656, 1.569, -0.578)
C (-3.393, 2.601, 0.064)
C (-2.769, 3.813, 0.448)
C (-1.387, 4.008, 0.142)
H (5.469, 0.674, 0.037)
H (3.110, 4.035, 0.869)
H (2.060, 2.630, 1.369)
H (1.141, 5.678, -0.310)
H (1.795, 3.531, -3.260)
H (-0.678, 0.983, -1.376)
H (-3.199, 0.643, -0.825)
H (-4.467, 2.493, 0.278)
H (-3.286, 4.634, 0.970)
H (-0.893, 4.951, 0.428)
C (-4.367, 0.400, 5.076)
C (-3.040, -0.003, 4.458)
C (-3.082, 0.731, 3.128)
O (-3.843, 1.921, 3.335)
C (-4.503, 1.836, 4.602)
H (-4.395, 0.304, 6.162)
H (-5.173, -0.211, 4.658)
H (-2.214, 0.374, 5.068)
H (-2.916, -1.081, 4.346)
H (-3.587, 0.132, 2.362)
H (-2.089, 0.996, 2.763)
H (-4.003, 2.529, 5.289)
H (-5.545, 2.146, 4.492)
C (1.990, -1.126, 3.361)
C (1.574, -0.698, 4.753)
C (1.135, 0.736, 4.517)
O (0.623, 0.809, 3.180)
C (0.975, -0.405, 2.495)
H (1.984, -2.207, 3.214)
H (2.996, -0.757, 3.144)
H (0.724, -1.299, 5.090)
H (2.367, -0.784, 5.497)
H (1.982, 1.427, 4.590)
H (0.361, 1.056, 5.219)
H (0.062, -1.000, 2.374)
H (1.362, -0.163, 1.504)
C (-1.125, -2.723, -3.754)
C (-2.487, -2.137, -4.088)
C (-2.730, -1.213, -2.904)
O (-1.447, -0.758, -2.469)
C (-0.430, -1.537, -3.108)
H (-0.588, -3.112, -4.618)
H (-1.237, -3.533, -3.027)
H (-2.424, -1.553, -5.010)
H (-3.271, -2.885, -4.212)
H (-3.200, -1.748, -2.071)
H (-3.354, -0.355, -3.161)
H (0.056, -0.905, -3.858)
H (0.316, -1.837, -2.372)
C (4.213, -3.582, -3.096)
C (4.612, -3.958, -4.514)
C (3.259, -4.135, -5.184)
O (2.355, -3.242, -4.528)
C (2.974, -2.737, -3.336)
H (4.989, -3.051, -2.546)
H (3.950, -4.482, -2.533)
H (5.154, -3.130, -4.978)
H (5.237, -4.850, -4.573)
H (2.881, -5.156, -5.053)
H (3.286, -3.909, -6.252)
H (3.237, -1.689, -3.511)
H (2.268, -2.783, -2.508)

HOMO-LUMO gap   7.15 eV
E_LUMO   2.5 eV
Charge   -1

Atom charges from the Löwdin analysis, given in e for atoms 1 to 4: C 0.021; C -0.238; C -0.203; Al 0.180



(4)
4 unconnected molecules or ions with the total composition C25H42BN3O12 in a non-equilibrium geometry, computed with wB97M-V/def2-TZVPD.

Element x y z (Å)
N (2.135, -5.873, 1.826)
B (1.343, -6.254, 0.551)
O (0.796, -7.623, 0.473)
C (1.158, -5.060, -0.564)
C (2.236, -4.670, -1.559)
C (1.928, -3.401, -2.604)
O (2.446, -3.336, -3.850)
C (0.964, -2.199, -1.952)
C (1.202, -0.596, -2.335)
C (0.199, 0.503, -1.574)
O (0.375, 1.970, -1.830)
N (0.868, 2.564, -0.714)
O (2.058, 2.308, -0.563)
C (-1.001, 0.031, -0.512)
C (-1.236, -1.579, -0.129)
C (-2.408, -1.951, 0.955)
C (-3.711, -2.726, 0.332)
C (-5.160, -2.240, 0.961)
N (-6.345, -3.191, 0.729)
O (-5.368, -1.129, 1.674)
C (-0.231, -2.643, -0.870)
C (-0.314, -4.265, -0.551)
O (-1.435, -4.957, -0.328)
H (2.959, -5.281, 1.542)
H (1.468, -5.203, 2.315)
H (0.037, -7.622, 1.154)
H (3.273, -5.262, -1.585)
H (2.045, -0.221, -3.060)
H (-1.624, 0.908, -0.033)
H (-2.781, -0.912, 1.411)
H (-1.972, -2.549, 1.880)
H (-3.601, -3.873, 0.644)
H (-3.803, -2.606, -0.852)
H (-7.180, -2.674, 0.375)
H (-6.083, -3.974, 0.090)
C (-5.998, 0.820, -4.183)
O (-6.593, 1.380, -3.017)
C (-6.468, 0.520, -1.880)
C (-5.359, 1.001, -0.939)
O (-4.070, 0.864, -1.544)
C (-3.567, 2.104, -2.028)
H (-5.947, 1.599, -4.949)
H (-4.984, 0.458, -3.987)
H (-6.618, 0.002, -4.557)
H (-6.298, -0.519, -2.190)
H (-7.424, 0.559, -1.346)
H (-5.361, 0.371, -0.045)
H (-5.535, 2.035, -0.620)
H (-3.257, 2.730, -1.187)
H (-4.308, 2.636, -2.632)
H (-2.693, 1.900, -2.652)
C (5.238, 6.542, 0.662)
O (3.958, 7.115, 0.416)
C (3.955, 7.954, -0.743)
C (3.316, 7.245, -1.940)
O (4.120, 6.149, -2.384)
C (3.608, 4.894, -1.950)
H (5.125, 5.766, 1.424)
H (5.659, 6.086, -0.239)
H (5.918, 7.308, 1.043)
H (4.970, 8.295, -0.983)
H (3.355, 8.836, -0.495)
H (3.252, 7.952, -2.772)
H (2.297, 6.914, -1.704)
H (2.709, 4.644, -2.523)
H (3.376, 4.896, -0.881)
H (4.366, 4.129, -2.140)
C (0.910, -1.890, 4.084)
O (1.738, -1.999, 2.930)
C (2.574, -0.851, 2.755)
C (4.011, -1.137, 3.201)
O (4.086, -1.331, 4.617)
C (4.189, -2.706, 4.968)
H (0.456, -2.866, 4.272)
H (1.483, -1.596, 4.968)
H (0.114, -1.164, 3.900)
H (2.163, 0.018, 3.284)
H (2.578, -0.621, 1.684)
H (4.631, -0.268, 2.964)
H (4.425, -1.999, 2.665)
H (5.191, -3.075, 4.726)
H (3.438, -3.315, 4.456)
H (4.034, -2.798, 6.046)

HOMO-LUMO gap   7.19 eV
E_LUMO   -2.1 eV
SMILES   NB(O)C1=CC(=O)c2cc(ON=O)cc(CCC(N)=O)c2C1=O.COCCOC.COCCOC.COCCOC

Atom charges from the Löwdin analysis, given in e for atoms 1 to 4: N 0.085; B -0.414; O 0.033; C 0.008



(5)
A molecular structure, C25H42CdCl3N4O3Si in a non-equilibrium geometry, computed with wB97M-V/def2-TZVPD.

Element x y z (Å)
C (4.054, -1.987, -2.037)
C (3.019, -1.375, -2.935)
H (5.001, -2.130, -2.578)
H (3.727, -2.977, -1.682)
H (4.239, -1.358, -1.160)
C (2.910, -1.703, -4.222)
C (3.723, -2.761, -4.886)
H (2.188, -1.183, -4.861)
H (3.800, -3.680, -4.280)
H (4.749, -2.409, -5.083)
H (3.265, -3.030, -5.848)
Cd (0.525, -0.177, 1.328)
Cl (2.644, 1.117, 0.700)
Cl (-0.963, -2.051, 1.912)
H (-3.111, 1.298, 5.087)
H (-1.404, 2.462, 6.789)
C (-2.314, 0.573, 4.893)
C (-0.714, 1.666, 6.484)
N (-1.020, 1.195, 5.138)
H (-2.342, 0.215, 3.867)
C (-0.197, 1.470, 4.122)
O (-0.461, 1.208, 2.925)
H (0.308, 2.049, 6.482)
H (0.753, 1.956, 4.430)
H (-2.426, -0.266, 5.589)
H (-0.798, 0.844, 7.200)
H (0.382, -3.786, -1.851)
H (0.030, -3.090, -4.048)
C (-0.674, -3.907, -1.590)
C (-1.041, -3.315, -3.953)
N (-1.436, -3.140, -2.566)
H (-0.863, -3.504, -0.592)
C (-2.757, -2.861, -2.290)
O (-3.264, -2.960, -1.185)
H (-1.632, -2.636, -4.585)
H (-3.286, -2.518, -3.211)
H (-0.958, -4.969, -1.632)
H (-1.211, -4.350, -4.304)
O (1.091, -1.394, -1.692)
C (1.932, -0.522, -2.254)
C (0.281, 0.152, -4.070)
C (1.183, 0.540, -3.088)
H (0.070, -0.917, -4.166)
C (-0.363, 1.101, -4.867)
H (2.463, 0.037, -1.463)
C (1.359, 1.901, -2.825)
H (-1.035, 0.760, -5.661)
C (-0.164, 2.463, -4.629)
C (0.697, 2.860, -3.596)
H (1.993, 2.170, -1.971)
H (-0.689, 3.213, -5.237)
H (0.849, 3.925, -3.382)
Si (2.449, -2.653, 2.709)
Cl (2.029, -2.265, 0.641)
C (1.305, -3.964, 3.376)
C (2.432, -1.083, 3.702)
C (4.172, -3.387, 2.815)
H (0.440, -3.514, 3.884)
H (1.888, -4.540, 4.127)
H (0.936, -4.659, 2.601)
H (4.222, -4.330, 2.256)
H (4.433, -3.621, 3.855)
H (4.940, -2.708, 2.433)
H (2.709, -0.207, 3.101)
H (3.158, -1.160, 4.518)
H (1.458, -0.885, 4.169)
N (-1.503, -0.118, -1.397)
C (-1.466, 1.130, -0.888)
C (-2.393, 2.135, -1.287)
C (-2.258, 3.414, -0.768)
C (-1.163, 3.701, 0.062)
C (-0.288, 2.663, 0.367)
N (-0.504, 1.390, 0.017)
H (-0.663, -0.722, -1.328)
H (-2.140, -0.307, -2.150)
H (-3.175, 1.853, -1.991)
H (-2.981, 4.200, -1.000)
H (-0.970, 4.692, 0.479)
H (0.629, 2.840, 0.937)

ΔE to the lowest compared entry with this formula, charge and spin   0.000 eV
HOMO-LUMO gap   5.94 eV
E_LUMO   2.2 eV
Charge   -1

Atom charges from the Löwdin analysis, given in e for atoms 1 to 4: C -0.079; C -0.226; H 0.070; H 0.068



(6)
8 unconnected molecules or ions with the total composition C25H42Cl14F9N4O2S in a non-equilibrium geometry, computed with wB97M-V/def2-TZVPD.

Element x y z (Å)
C (2.820, -2.231, -0.684)
C (4.377, -1.866, -0.664)
C (5.037, -1.661, -2.105)
C (4.574, -0.644, 0.358)
C (4.387, 0.819, -0.259)
N (3.080, 1.054, -0.937)
C (2.963, 1.154, -2.353)
N (3.881, 1.080, -3.338)
N (1.577, 1.429, -2.719)
C (0.979, 1.465, -1.427)
N (1.884, 1.237, -0.320)
S (1.418, 1.276, 1.343)
O (0.972, 2.693, 1.624)
O (2.555, 1.021, 2.302)
C (0.106, 0.005, 1.776)
F (-0.096, 0.153, 3.172)
F (0.605, -1.302, 1.618)
C (-1.316, 0.248, 1.088)
F (-1.526, 1.545, 0.602)
F (-2.294, 0.053, 2.102)
C (-1.685, -0.774, -0.081)
F (-2.615, -0.092, -0.916)
F (-0.615, -1.125, -0.914)
C (-2.492, -2.087, 0.427)
F (-2.456, -2.979, -0.675)
F (-3.863, -1.814, 0.614)
F (-1.902, -2.703, 1.525)
H (2.605, -3.143, -1.342)
H (2.551, -2.572, 0.383)
H (2.131, -1.351, -0.927)
H (4.914, -2.766, -0.189)
H (4.237, -1.520, -2.907)
H (5.688, -2.536, -2.443)
H (5.701, -0.722, -2.136)
H (5.667, -0.703, 0.719)
H (3.934, -0.862, 1.270)
H (5.230, 1.076, -0.989)
H (4.486, 1.581, 0.590)
H (3.887, 0.314, -4.029)
H (4.565, 1.832, -3.485)
H (-0.130, 1.690, -1.459)
Cl (-7.018, -2.195, 4.815)
C (-6.496, -2.558, 3.151)
C (-6.973, -1.514, 2.162)
Cl (-8.738, -1.559, 1.935)
H (-6.859, -3.553, 2.891)
H (-5.405, -2.586, 3.161)
H (-6.524, -1.698, 1.184)
H (-6.698, -0.506, 2.478)
Cl (-1.897, -2.522, 7.950)
C (-1.368, -2.885, 6.289)
C (-1.843, -1.842, 5.298)
Cl (-3.609, -1.889, 5.066)
H (-1.730, -3.880, 6.028)
H (-0.277, -2.912, 6.304)
H (-1.390, -2.025, 4.322)
H (-1.571, -0.833, 5.615)
Cl (-2.377, 5.954, 0.260)
C (-1.165, 5.582, 1.510)
C (-1.250, 6.528, 2.691)
Cl (-0.739, 8.181, 2.269)
H (-0.179, 5.610, 1.044)
H (-1.357, 4.560, 1.841)
H (-0.586, 6.186, 3.487)
H (-2.263, 6.579, 3.093)
Cl (-0.112, 0.380, -8.467)
C (0.046, 0.148, -6.710)
C (1.389, 0.618, -6.188)
Cl (2.732, -0.416, -6.742)
H (-0.123, -0.907, -6.491)
H (-0.752, 0.726, -6.241)
H (1.394, 0.583, -5.097)
H (1.603, 1.643, -6.497)
Cl (-5.705, 1.963, -4.679)
C (-5.335, 0.242, -4.414)
C (-4.141, 0.049, -3.502)
Cl (-2.618, 0.567, -4.271)
H (-5.177, -0.225, -5.387)
H (-6.221, -0.207, -3.961)
H (-4.027, -1.009, -3.257)
H (-4.254, 0.603, -2.569)
Cl (2.924, 6.928, -0.222)
C (3.207, 5.655, 0.989)
C (4.461, 4.858, 0.700)
Cl (4.289, 3.850, -0.762)
H (2.324, 5.015, 1.020)
H (3.300, 6.154, 1.956)
H (4.669, 4.180, 1.531)
H (5.329, 5.505, 0.565)
Cl (1.567, -5.464, 2.906)
C (0.130, -5.803, 1.908)
C (0.497, -6.203, 0.494)
Cl (1.189, -4.844, -0.429)
H (-0.507, -4.918, 1.922)
H (-0.408, -6.618, 2.395)
H (-0.396, -6.529, -0.042)
H (1.218, -7.022, 0.482)

ΔE to the lowest compared entry with this formula, charge and spin   4.646 eV
HOMO-LUMO gap   7.04 eV
E_LUMO   -5.1 eV
Charge   +1

Atom charges from the Löwdin analysis, given in e for atoms 1 to 4: C -0.144; C -0.363; C -0.079; C -0.137